*one*
Density functional theory data (ωB97M-V/def2-TZVPD) for a structure of composition C4H8O.

```
13
Properties=species:S:1:pos:R:3:mulliken_charge:R:1
H 1.91 0.91 0.34 0.34
H 1.31 -1.53 -1.88 0.26
H -0.60 -0.13 -0.99 0.36
H -2.18 0.07 0.39 0.40
H 0.59 -2.39 -0.54 0.26
O 0.11 1.72 0.79 -0.51
H 2.07 -1.47 -0.27 0.33
C 0.33 -0.27 -0.44 -0.18
C 1.12 -1.47 -0.80 -1.11
H -1.51 0.87 1.83 0.30
C 0.83 0.78 0.24 0.00
H -2.00 1.85 0.43 0.27
C -1.61 0.92 0.78 -0.72
```

Values from the calculation:
- gap between HOMO and LUMO (eV) = 7.811
- LUMO (eV) = 0.0
- total charge = 0
- HOMO level (hartree) = -0.2888
- multiplicity = 1


*two*
Density functional theory data (ωB97M-V/def2-TZVPD) for a structure of composition C4H8O.

```
13
Properties=species:S:1:pos:R:3:mulliken_charge:R:1
H -0.95 0.13 1.41 0.11
H 1.27 1.64 0.91 0.25
H 2.12 0.72 -0.42 0.23
C -0.65 -0.90 0.98 0.15
H -0.66 -1.86 -0.82 0.15
O -1.63 -1.57 0.47 -0.64
H -0.01 -1.35 1.76 0.30
H 0.05 0.91 -1.90 0.22
C -0.06 1.09 -0.83 -0.38
H -0.83 1.81 -0.58 0.21
C 0.13 -0.06 0.07 -0.02
H 0.04 -1.55 -1.11 -0.03
C 1.17 0.98 0.05 -0.54
```

Values from the calculation:
- gap between HOMO and LUMO (eV) = 8.681
- LUMO (eV) = -0.5
- total charge = 0
- HOMO level (hartree) = -0.3376
- multiplicity = 1


*three*
Density functional theory data (ωB97M-V/def2-TZVPD) for an isolated molecule of C4H8O.

```
13
Properties=species:S:1:pos:R:3:mulliken_charge:R:1
C -0.18 0.01 -0.34 0.96
C 0.89 0.86 0.28 -0.82
H 1.74 -0.43 -1.32 0.27
H -1.16 1.19 -1.48 0.36
H 1.56 -1.29 0.28 0.23
H 0.79 0.90 1.36 0.23
H 1.28 1.77 -0.17 0.28
O -0.72 0.34 -1.59 -0.55
C -1.16 -0.60 0.64 -1.27
H -1.56 -1.54 0.24 0.29
C 1.24 -0.47 -0.35 -0.64
H -2.00 0.08 0.82 0.33
H -0.71 -0.81 1.62 0.33
```

Values from the calculation:
- gap between HOMO and LUMO (eV) = 10.917
- LUMO (eV) = 1.0
- total charge = 0
- HOMO level (hartree) = -0.3637
- multiplicity = 1


Relative energies with respect to the most stable structure, expressed in eV: *one* 3.061; *two* 4.894; *three* 0.000.